A structure of composition C42H32AsF6IrN3O10S2, computed with ωB97M-V/def2-TZVPD.

Geometry (Å):
Ir (-0.491, -0.200, 0.268)
C (0.962, -3.645, 2.683)
O (-0.083, -4.542, 2.303)
C (-1.232, -4.097, 1.721)
C (-2.323, -4.931, 1.893)
C (-3.548, -4.681, 1.283)
C (-3.677, -3.570, 0.485)
C (-2.597, -2.695, 0.298)
C (-2.865, -1.558, -0.557)
N (-2.100, -0.546, -0.737)
N (-2.525, 0.503, -1.551)
C (-1.801, 1.578, -1.335)
O (-0.808, 1.661, -0.520)
C (-2.103, 2.797, -2.130)
C (-1.208, 3.861, -2.079)
C (-1.441, 4.996, -2.841)
C (-2.566, 5.074, -3.649)
C (-3.463, 4.014, -3.695)
C (-3.233, 2.876, -2.938)
C (-1.341, -2.932, 0.918)
O (-0.273, -2.193, 0.694)
H (1.564, -4.207, 3.397)
H (0.573, -2.745, 3.153)
H (1.570, -3.365, 1.826)
H (-2.182, -5.800, 2.523)
H (-4.381, -5.353, 1.438)
H (-4.618, -3.350, -0.005)
H (-3.812, -1.526, -1.089)
H (-0.332, 3.785, -1.449)
H (-0.739, 5.819, -2.801)
H (-2.748, 5.963, -4.241)
H (-4.345, 4.076, -4.321)
H (-3.918, 2.040, -2.965)
O (-4.076, 0.603, 2.907)
C (-3.511, 0.279, 4.084)
C (-4.308, 0.363, 5.227)
C (-3.788, 0.042, 6.465)
C (-2.463, -0.368, 6.595)
C (-1.673, -0.449, 5.465)
C (-2.176, -0.134, 4.204)
C (-1.265, -0.256, 3.030)
O (-0.096, -0.601, 3.155)
O (-1.808, 0.022, 1.876)
H (-3.380, 0.493, 2.223)
H (-5.334, 0.686, 5.111)
H (-4.421, 0.114, 7.341)
H (-2.057, -0.616, 7.567)
H (-0.637, -0.753, 5.522)
C (1.164, 2.861, -4.694)
C (2.121, 2.774, -3.697)
C (2.102, 1.712, -2.801)
C (1.125, 0.734, -2.908)
C (0.152, 0.831, -3.901)
C (0.176, 1.889, -4.795)
As (0.989, -0.638, -1.558)
C (0.505, -2.246, -2.526)
C (1.392, -3.309, -2.645)
C (1.007, -4.469, -3.304)
C (-0.265, -4.576, -3.845)
C (-1.157, -3.520, -3.721)
C (-0.777, -2.362, -3.059)
C (2.791, -0.984, -0.986)
C (3.842, -0.986, -1.899)
C (5.131, -1.255, -1.467)
C (5.370, -1.525, -0.126)
C (4.321, -1.535, 0.781)
C (3.028, -1.267, 0.355)
H (1.172, 3.697, -5.383)
H (2.871, 3.545, -3.582)
H (2.828, 1.682, -2.001)
H (-0.639, 0.098, -3.975)
H (-0.592, 1.967, -5.554)
H (2.381, -3.243, -2.212)
H (1.703, -5.294, -3.384)
H (-0.565, -5.483, -4.353)
H (-2.157, -3.601, -4.128)
H (-1.492, -1.558, -2.949)
H (3.656, -0.765, -2.943)
H (5.951, -1.242, -2.175)
H (6.379, -1.719, 0.214)
H (4.506, -1.731, 1.829)
H (2.216, -1.258, 1.071)
F (3.070, 2.555, 3.899)
C (2.137, 1.661, 3.557)
F (2.739, 0.488, 3.373)
F (1.289, 1.559, 4.576)
S (1.239, 2.220, 1.994)
O (1.402, 1.086, 1.087)
O (-0.070, 2.588, 2.427)
N (2.031, 3.489, 1.545)
S (3.355, 3.456, 0.686)
O (3.150, 3.811, -0.690)
O (4.245, 2.368, 0.985)
C (4.150, 4.955, 1.405)
F (3.381, 6.036, 1.266)
F (5.302, 5.178, 0.758)
F (4.425, 4.795, 2.699)

The HOMO energy (spin up / spin down) is -5.4 / -5.4 eV. The total charge is -1. The value obtained for the energy relative to the best compared isomer or geometry (same formula, charge and spin) is 0.5 kcal/mol.

=====

A cluster of 2 separate species, C3H8NO3 in total, computed with ωB97M-V/def2-TZVPD.

Geometry (Å):
O (-1.095, 2.084, -0.597)
C (-0.072, 1.435, -0.422)
N (-0.008, 0.086, -0.438)
C (-1.256, -0.830, -0.658)
O (-0.838, -2.066, -0.410)
C (1.234, 2.200, -0.111)
H (0.873, -0.382, -0.324)
H (-1.721, -0.636, -1.646)
H (-1.896, -0.411, 0.170)
H (1.952, 1.419, 0.207)
H (1.569, 2.680, -1.037)
H (1.139, 3.000, 0.626)
H (-0.450, -2.858, 0.865)
H (0.610, -2.544, 2.030)
O (-0.040, -3.175, 1.746)

The HOMO energy is -3.7 eV. The total charge is -1. The value obtained for the energy relative to the best compared isomer or geometry (same formula, charge and spin) is 33.0 kcal/mol.